C14H19NO2Si | ωB97M-V with the def2-TZVPD basis set

Output
Kohn-Sham gap: 9.273 eV
Energy: -28286.654 eV
SMILES: C#Cc1ccccc1NC(=O)OCC[Si](C)(C)C
Highest occupied orbital energy: -8.6 eV
Max |F|: 4.86 eV/Å

Each atom is followed by the atoms it is bonded to, with distances in Å.
CARTESIAN COORDINATES (ANGSTROEM)
1 Si 1.90 0.30 2.27  C10 1.908, C11 1.897, C14 1.886, C17 1.845
2 O 0.74 1.11 -1.33  C13 1.204
3 O -0.35 1.84 0.54  C12 1.462, C13 1.342
4 N -1.53 0.80 -1.09  C13 1.426, C16 1.440, H30 1.021
5 C -2.82 -1.84 -3.39  C15 1.373, C18 1.394, H25 1.097
6 C -0.52 -1.31 -4.00  C7 1.390, C15 1.418, H35 1.081
7 C -0.63 -0.30 -3.05  C6 1.390, C16 1.384, H37 1.102
8 C -4.04 -0.65 -1.65  C9 1.213, C18 1.456
9 C -4.88 -0.48 -0.80  C8 1.213, H20 1.082
10 C 0.15 -0.40 2.58  Si1 1.908, H24 1.108, H27 1.117, H32 1.070
11 C 2.02 1.75 1.05  Si1 1.897, C12 1.423, H22 1.074, H33 1.095
12 C 0.88 2.57 0.84  O3 1.462, C11 1.423, H26 1.180, H29 1.064
13 C -0.27 1.31 -0.69  O2 1.204, O3 1.342, N4 1.426
14 C 2.72 -1.30 1.70  Si1 1.886, H19 1.113, H23 1.152, H36 1.089
15 C -1.69 -2.10 -4.13  C5 1.373, C6 1.418, H28 1.065
16 C -1.69 -0.14 -2.17  N4 1.440, C7 1.384, C18 1.362
17 C 2.60 0.53 3.96  Si1 1.845, H21 1.101, H31 1.087, H34 1.123
18 C -2.84 -0.80 -2.46  C5 1.394, C8 1.456, C16 1.362
19 H 2.42 -2.24 2.22  C14 1.113
20 H -5.47 -0.11 0.03  C9 1.082
21 H 3.37 1.31 3.92  C17 1.101
22 H 2.95 2.27 1.21  C11 1.074
23 H 2.19 -1.38 0.68  C14 1.152
24 H -0.52 -0.41 1.69  C10 1.108
25 H -3.77 -2.37 -3.58  C5 1.097
26 H 1.06 3.12 -0.19  C12 1.180
27 H 0.29 -1.43 2.96  C10 1.117
28 H -1.68 -2.90 -4.83  C15 1.065
29 H 0.64 3.31 1.57  C12 1.064
30 H -2.33 0.79 -0.44  N4 1.021
31 H 3.01 -0.43 4.27  C17 1.087
32 H -0.12 0.13 3.47  C10 1.070
33 H 2.10 1.09 0.18  C11 1.095
34 H 1.79 0.73 4.71  C17 1.123
35 H 0.45 -1.50 -4.44  C6 1.081
36 H 3.73 -1.30 1.29  C14 1.089
37 H 0.17 0.44 -2.90  C7 1.102

These are the natural (NBO) partial charges, in e, on atoms 1 to 2: atom 1 (Si): 1.615, atom 2 (O): -0.637